# C31H23BBaCl2N5O4

A molecular structure, C31H23BBaCl2N5O4 at a distorted geometry (wB97M-V/def2-TZVPD, the OMol25 dataset).

Properties
Charge: -1
Strongest force on any atom in hartree/bohr: 0.0910
Molecular weight in u: 748.60
Calculated total energy in Ha: -2740.60800
ΔE to the lowest compared entry with this formula, charge and spin in kcal/mol: 40.2
Gap between HOMO and LUMO in eV: 2.22

```
67
Properties=species:S:1:pos:R:3:lowdin_charge:R:1
Ba 6.315 12.742 15.959 0.923
O 6.682 12.928 12.756 0.074
C 5.919 13.677 11.824 -0.145
C 6.106 13.307 10.509 -0.012
C 5.451 14.052 9.512 -0.092
C 4.815 15.237 9.845 -0.093
C 4.844 15.733 11.172 -0.017
C 5.425 14.980 12.218 -0.144
C 5.863 15.555 13.425 -0.145
N 5.254 16.622 13.901 -0.009
N 5.390 17.309 15.005 0.017
C 5.649 16.663 16.183 -0.482
O 5.958 15.448 16.336 -0.299
C 5.718 17.554 17.353 -0.151
C 5.682 16.956 18.644 -0.040
C 5.588 17.737 19.756 -0.107
C 5.394 19.122 19.598 -0.107
C 5.518 19.727 18.341 -0.103
C 5.745 18.947 17.207 -0.037
H 6.709 12.460 10.199 0.123
H 5.476 13.654 8.528 0.085
H 4.373 15.860 9.059 0.097
H 4.365 16.672 11.409 0.102
H 6.704 15.091 13.975 0.088
H 5.694 15.850 18.668 0.103
H 5.543 17.248 20.720 0.091
H 5.122 19.818 20.408 0.095
H 5.402 20.805 18.266 0.092
H 5.913 19.423 16.230 0.109
N 4.254 10.578 27.080 0.145
C 4.737 10.863 26.040 -0.192
C 5.315 11.309 24.833 -0.262
C 6.349 12.246 24.839 -0.030
C 6.875 12.743 23.650 0.005
C 6.298 12.316 22.421 -0.173
C 5.264 11.362 22.426 0.002
C 4.752 10.859 23.625 -0.011
N 6.822 12.721 21.166 -0.027
C 8.186 12.752 20.857 -0.040
C 8.199 12.696 19.497 -0.173
N 6.941 12.721 18.948 -0.037
C 6.124 12.862 19.949 -0.153
H 6.746 12.535 25.821 0.126
H 7.730 13.429 23.689 0.119
H 4.867 10.978 21.482 0.117
H 3.967 10.070 23.659 0.135
H 9.011 12.725 21.543 0.113
H 9.018 12.726 18.803 0.082
H 5.071 12.951 19.857 0.109
Cl 9.324 7.908 17.424 0.474
C 9.541 9.650 17.499 -1.009
Cl 10.520 10.375 16.092 0.403
H 10.065 9.919 18.417 0.012
H 8.558 10.142 17.455 -0.050
O 6.188 10.673 12.053 0.185
B 6.993 11.612 12.701 -0.923
O 8.171 11.089 13.261 0.135
C 8.168 9.741 12.819 -0.176
C 9.176 8.816 13.005 0.013
C 8.800 7.489 12.648 -0.101
C 7.556 7.179 12.192 -0.104
C 6.622 8.195 11.861 0.001
C 6.978 9.478 12.151 -0.163
H 10.202 8.968 13.392 0.107
H 9.466 6.678 12.821 0.090
H 7.340 6.172 11.828 0.102
H 5.631 7.913 11.415 0.135
```